No. 1
Formula: C4H9NS
Source: OMol25
Level of theory: ωB97M-V with the def2-TZVPD basis set

```
15
Properties=species:S:1:pos:R:3
S -2.3291 -1.1261 0.0298
N 0.2297 -0.2976 -0.4324
C -1.0747 0.1891 0.3579
C 1.2225 -0.5198 0.2999
C 2.3761 -1.2017 -0.1982
C -1.4891 1.5892 -0.0944
H 2.3057 -2.2372 -0.0102
H -0.9292 2.3490 0.4338
H 1.0746 -0.1256 1.2767
H -0.6886 0.1098 1.4177
H 3.3101 -0.8393 0.3416
H -1.1453 1.6370 -1.1654
H -2.8868 -0.3013 -0.8178
H 2.5441 -1.0574 -1.3202
H -2.5200 1.8320 -0.1186
```

Output
- Energy above the lowest of the compared OMol25 structures with the same formula, charge and spin: 38.2 kcal per mole
- Energy: -16617.798 eV

No. 2
Formula: C5H8ClNO
Source: OMol25
Level of theory: ωB97M-V with the def2-TZVPD basis set

```
16
Properties=species:S:1:pos:R:3
Cl -1.4563 1.7817 -0.7800
O 0.3186 -0.1027 -1.1653
N 2.7126 -0.1489 -1.0484
C 1.4983 0.9672 0.7096
C -1.0348 0.1473 -0.6744
C -1.8482 -0.9953 -1.1556
C -1.5499 -0.7963 0.3794
C 1.5469 0.2828 -0.6414
H 1.0394 2.0540 0.6225
H -0.8821 -1.5363 0.7292
H -2.9268 -0.9349 -1.2598
H 2.4202 1.0404 1.0969
H 3.4864 0.1102 -0.4713
H 0.7338 0.4804 1.2570
H -2.2240 -0.4060 1.1351
H -1.2634 -1.7476 -1.8197
```

Output
- Energy above the lowest of the compared OMol25 structures with the same formula, charge and spin: 76.2 kcal per mole
- Energy: -21372.002 eV

No. 3
Formula: C2H4N4O
Source: OMol25
Level of theory: ωB97M-V with the def2-TZVPD basis set

```
11
Properties=species:S:1:pos:R:3
O -2.4112 0.9932 -0.3114
N 0.2452 -0.9301 0.6693
N -1.1450 -0.7666 0.3381
N 2.1018 0.3269 -0.0199
N -0.0437 1.0081 -0.6238
C -1.2648 0.5969 -0.3616
C 0.7700 0.1046 0.0088
H 2.7435 -0.3840 0.2911
H -1.4474 -1.5536 -0.2374
H -1.9502 -0.4662 0.9398
H 2.4390 1.0418 -0.6457
```

Output
- Energy above the lowest of the compared OMol25 structures with the same formula, charge and spin: 34.6 kcal per mole
- Energy: -10145.633 eV

No. 4
Formula: C10H13O2
Source: OMol25
Level of theory: ωB97M-V with the def2-TZVPD basis set

```
25
Properties=species:S:1:pos:R:3
O 1.8203 -2.1694 -0.6759
O 3.0917 -0.3214 -0.4930
C -0.9078 1.8639 -1.2553
C -1.4724 -0.2262 -0.3727
C -1.2979 -1.7311 -0.1991
C 2.3457 -1.1794 -0.0972
C 1.8226 -1.0065 1.4096
C -0.5765 0.4977 -1.1704
C 1.0848 0.3254 1.5606
C -1.6776 2.5076 -0.3130
C -2.4383 0.3695 0.4386
C -2.4759 1.7480 0.5480
H 0.2044 -0.0244 -1.7002
H -0.3072 -2.1625 -0.3033
H 0.0483 0.1534 1.7297
H -1.8304 3.5772 -0.3684
H 2.8019 -0.9596 1.8221
H 1.3288 -1.8810 1.8249
H -1.5568 -1.9757 0.8232
H -1.8800 -2.3112 -0.9206
H -0.4380 2.3928 -2.0793
H 1.3055 0.7238 0.5718
H -3.0996 -0.2783 0.9936
H 1.3657 1.0424 2.3291
H -3.1488 2.2006 1.2512
```

Output
- 2S+1: 2
- <S²>: 0.756
- Energy above the lowest of the compared OMol25 structures with the same formula, charge and spin: 22.6 kcal per mole
- Energy: -14673.036 eV

No. 5
Formula: C5H12O
Source: OMol25
Level of theory: ωB97M-V with the def2-TZVPD basis set

```
18
Properties=species:S:1:pos:R:3
O -0.7450 0.3757 2.4090
C 0.6540 -0.0643 -1.7180
C 2.0546 -0.4687 -1.2545
C 0.1037 1.1007 -0.9417
C -1.3718 -0.8868 2.3718
C -1.1309 1.1866 -0.4486
H -0.0356 -0.9142 -1.6392
H 2.4536 -1.2895 -1.8590
H -0.2735 0.4972 1.5749
H -1.4687 2.0625 0.0984
H 2.7493 0.3747 -1.3405
H -0.8815 -1.5958 3.0512
H -2.4157 -0.7827 2.6832
H 2.0491 -0.7934 -0.2081
H 0.6962 0.2063 -2.7823
H 0.7874 1.9386 -0.7891
H -1.3707 -1.3288 1.3675
H -1.8544 0.3819 -0.5750
```

Output
- Energy above the lowest of the compared OMol25 structures with the same formula, charge and spin: 31.4 kcal per mole
- Energy: -7425.950 eV

No. 6
Formula: C34H32BrMnN3O3SSi
Source: OMol25
Level of theory: ωB97M-V with the def2-TZVPD basis set

```
76
Properties=species:S:1:pos:R:3
Br -2.6564 -2.4634 0.7866
Mn 0.1794 -0.0329 -0.1906
S 0.7989 -0.5301 -2.6208
Si -1.9154 1.2303 -0.3351
O 0.3070 -1.8477 3.4579
O -0.3222 -0.5211 1.7666
O 4.1341 0.4450 0.9471
N 1.1171 1.8420 -0.2205
N 1.9723 -0.3475 0.6919
N -0.0761 -2.4141 -0.2220
C 0.9084 0.8145 -6.4262
C -1.9524 2.7373 -1.5650
C -0.9612 -3.1805 0.3861
C 2.5617 1.6246 -0.4423
C -0.7251 -4.5062 0.7262
C 1.9740 -1.1764 1.8649
C -1.9627 4.0942 2.7982
C -2.5816 1.9771 3.7298
C -2.9811 3.6897 -1.5432
C -2.4973 1.4009 2.4719
C -6.0997 0.4056 -0.3971
C 0.2992 0.1165 -4.1697
C -2.1648 2.1512 1.3343
C -1.3876 0.8384 -5.7698
C -3.0450 4.7280 -2.4601
C 0.5366 -1.1938 2.4350
C -1.0351 0.3728 -4.5126
C -2.3154 3.3314 3.9009
C -1.0407 3.9203 -3.4952
C -1.8929 3.5067 1.5379
C -3.6876 0.5606 -0.7057
C -4.8586 0.9233 -0.0386
C -2.0683 4.8479 -3.4454
C 1.4514 -4.2729 -0.2447
C -3.8200 -0.3652 -1.7482
C 1.2603 0.3549 -5.1680
C -5.0522 -0.8744 -2.1291
C -0.9904 2.8865 -2.5632
C 1.0990 -2.9658 -0.5414
C -0.4230 1.0638 -6.7442
C 2.8284 -4.7772 -0.5681
C -6.2039 -0.4897 -1.4516
C 0.5039 -5.0485 0.4091
C 2.9899 0.4658 0.4575
H -5.1124 -1.5900 -2.9422
H -6.9881 0.7058 0.1496
H -1.6231 4.1299 0.6903
H -4.8012 1.6224 0.7902
H -3.7582 3.6087 -0.7886
H -2.3661 3.7805 4.8870
H -2.8265 1.3582 4.5859
H 0.9562 2.1407 0.7368
H 2.6920 1.3488 -1.4902
H 0.7276 -6.0765 0.6757
H 2.2916 -2.2131 1.6881
H -0.2853 3.9781 -4.2712
H 3.1740 2.5004 -0.2126
H -0.7005 1.4305 -7.7257
H -1.8058 0.2207 -3.7690
H -3.8616 5.4414 -2.4136
H 2.3000 0.1696 -4.9253
H 0.7423 2.5553 -0.8341
H 3.2511 -4.2333 -1.4126
H -2.9220 -0.7221 -2.2442
H 1.6846 0.9859 -7.1655
H 2.6448 -0.7858 2.6369
H -0.1954 2.1510 -2.6398
H -7.1694 -0.8943 -1.7356
H -2.6476 0.3318 2.3732
H -2.1191 5.6521 -4.1717
H 3.5000 -4.6334 0.2819
H -1.7391 5.1499 2.9148
H -1.4884 -5.0744 1.2362
H 2.8173 -5.8414 -0.8120
H -2.4330 1.0361 -5.9812
H 1.7931 -2.3075 -1.0479
```

Output
- 2S+1: 2
- <S²>: 0.945
- Net charge: -2
- Energy above the lowest of the compared OMol25 structures with the same formula, charge and spin: 0.0 kcal per mole
- Energy: -166468.882 eV

No. 7
Formula: C4H9NO2
Source: OMol25
Level of theory: ωB97M-V with the def2-TZVPD basis set

```
16
Properties=species:S:1:pos:R:3
O -1.2593 -1.8866 0.1694
O 0.9200 -1.3523 -1.6103
N 0.6801 -0.0080 -2.0439
C 0.6035 0.8906 -0.8718
C -0.1201 0.8602 1.5754
C -0.3636 0.3254 0.1666
C -0.1673 -1.1279 0.2595
H 0.8512 0.6285 1.9230
H 1.6495 0.9129 -0.6095
H 0.6777 -1.4232 0.8894
H -0.9686 -2.8234 0.1949
H -0.8249 0.3893 2.2342
H -0.2098 -0.0292 -2.5833
H 0.2408 1.9726 -1.1738
H -0.4189 1.9673 1.6224
H -1.2904 0.7039 -0.1424
```

Output
- Energy above the lowest of the compared OMol25 structures with the same formula, charge and spin: 120.2 kcal per mole
- Energy: -9874.849 eV

No. 8
Formula: C37H39B2F4N6O6PTi
Source: OMol25
Level of theory: ωB97M-V with the def2-TZVPD basis set

```
96
Properties=species:S:1:pos:R:3
Ti 0.7197 -0.0056 -1.9050
P -0.3676 -1.9216 0.8654
F -2.3655 1.8303 -4.2392
F -3.5532 2.3470 -2.3134
F 3.2841 -2.2531 -3.1595
F 2.7815 -2.5274 -5.3926
O 0.1837 1.1035 -0.1964
O -1.2553 2.2387 -2.1994
O -2.7072 0.2143 -2.5463
O 4.9610 0.0606 -1.2642
O 1.0230 -2.3056 -3.9038
O 2.5143 -0.4197 -4.4659
N -0.1110 1.7285 -2.7381
N -1.5831 -0.5231 -2.3844
N 0.0890 -1.6877 -0.6398
N 2.5885 0.1004 -1.2808
N 1.6830 0.3813 -3.8400
N 0.6675 -1.7009 -2.7326
C 2.8539 0.2244 3.3140
C -1.9852 -1.3112 1.4201
C -1.6896 -1.7850 -2.2786
C -2.9479 -2.5693 -2.3669
C -0.7366 3.1757 2.5403
C -4.0239 -0.0851 1.0072
C 0.8658 -1.0864 1.8785
C 0.0724 3.6806 -4.2064
C -1.6019 -4.3956 1.2661
C 0.1476 2.8007 1.5030
C -0.2076 -3.8833 -1.9354
C -2.7658 -0.5103 0.5949
C -3.7145 -1.2218 3.1040
C -0.4120 1.9324 0.4804
C -0.2424 3.9279 3.5910
C 0.5351 -0.3182 2.9928
C 1.0860 4.3466 3.6274
C 1.5948 1.5835 -4.2891
C 0.7877 -4.3448 1.5498
C -1.5963 -5.7666 1.4701
C -2.4715 -1.6631 2.6844
C 3.1910 -0.5408 2.2059
C 0.7908 -5.7153 1.7575
C -2.1815 2.7492 2.5771
C 3.7839 0.0580 -1.3054
C 1.9268 3.9966 2.5818
C 1.4891 3.2217 1.5159
C 2.2003 -1.1908 1.4860
C -0.3042 -2.3786 -1.9024
C 1.5272 0.3365 3.7060
C 2.3811 2.0941 -5.4449
C -4.4978 -0.4406 2.2589
C -0.4085 -3.6757 1.2995
C 1.5790 5.1847 4.7721
C -0.3998 -6.4267 1.7133
C 2.4524 2.8870 0.4225
C 0.4873 2.3609 -3.6720
B 2.4161 -1.9563 -4.1984
B -2.4935 1.6555 -2.8631
H -0.3945 -7.4975 1.8711
H -0.9411 -4.3564 -1.2857
H -2.7358 3.1038 1.7058
H 3.6275 0.7456 3.8638
H 1.7222 -3.8001 1.5781
H -0.3946 3.5370 -5.1830
H -3.1515 -3.0707 -1.4156
H -1.4976 1.9855 0.3507
H -2.2903 1.6633 2.6089
H -5.4777 -0.1115 2.5811
H -2.8542 -3.3501 -3.1238
H 3.3011 3.5694 0.4472
H -4.6188 0.5211 0.3353
H -4.0782 -1.4998 4.0849
H 2.6518 3.1390 -5.2962
H 2.6580 5.3236 4.7328
H 2.8169 1.8672 0.5298
H -2.5256 -6.3201 1.4353
H -2.6616 3.1578 3.4645
H 1.1098 6.1703 4.7522
H 1.2598 0.9484 4.5585
H 0.9453 4.3199 -4.3365
H -0.6556 4.1430 -3.5470
H 1.7970 2.0265 -6.3664
H -0.4971 -0.2040 3.3004
H 1.9878 2.9412 -0.5610
H 2.9567 4.3357 2.5891
H -2.4131 -0.2189 -0.3823
H -0.3697 -4.2255 -2.9574
H -1.8810 -2.2948 3.3383
H 0.7948 -4.1868 -1.6354
H -3.7836 -1.9190 -2.6116
H 1.3245 4.7246 5.7279
H 3.2786 1.4953 -5.5718
H 4.2214 -0.6154 1.8820
H 1.7247 -6.2267 1.9497
H -2.5401 -3.8907 1.0723
H 2.4522 -1.7434 0.5905
H -0.9081 4.2030 4.4015
```

Output
- Energy above the lowest of the compared OMol25 structures with the same formula, charge and spin: 28.6 kcal per mole
- Energy: -104863.650 eV

> What is the energy above the lowest of the compared OMol25 structures with the same formula, charge and spin in the third record?

34.6 kcal per mole